DFT (the ωB97M-V functional and the def2-TZVPD basis) results for C6H5NO2S in the gas phase at a distorted geometry.

Results
Electronic energy ... -834.747269 Eh
Energy relative to the best compared isomer or geometry (same formula, charge and spin) ... 6.617 eV
Max |F| ... 3.33 eV/A
Total charge ... 0
HOMO level ... -8.990 eV
Kohn-Sham gap ... 7.37 eV

XYZ file:
```
15
Properties=species:S:1:pos:R:3:forces:R:3
C 1.556 -0.855 0.108 1.8 0.3 -0.6
C 0.655 -1.778 0.190 -0.9 -0.3 0.0
C -2.448 -0.346 -1.190 -2.5 1.0 -1.4
C 2.683 -0.331 -0.117 -1.5 -1.7 1.0
C -1.744 -0.380 -0.091 1.1 -1.8 -0.2
C -1.321 0.585 0.900 2.1 1.7 1.9
N 3.421 0.776 -0.118 0.5 1.6 -0.6
O 3.616 1.322 0.951 0.2 0.1 0.5
O 3.840 1.161 -1.198 0.2 0.1 -0.4
S -0.920 -2.029 0.195 -0.8 -0.1 -0.3
H -2.816 -1.205 -1.746 0.9 -0.4 0.1
H -3.011 0.532 -1.605 0.9 -0.3 0.9
H -0.677 0.060 1.680 -0.6 0.8 -1.0
H -2.110 1.009 1.501 -0.7 0.1 -0.1
H -0.723 1.480 0.539 -0.6 -1.2 0.1
```
Forces are in eV/Å.